No. 1
ORCA calculation (ωB97M-V/def2-TZVPD) on a cluster of 2 separate species, C6H16N4 in total in a non-equilibrium geometry.

Values from the calculation:
DFT total energy, a.u.: -456.45780
Net charge: +2
Energy relative to the best compared isomer or geometry (same formula, charge and spin), eV: 5.169
LUMO, eV: -7.97
Frontier orbital gap, eV: 8.02
HOMO, eV: -15.98
Largest force on an atom, eV/Å: 5.842

XYZ file:
```
26
C6H16N4 | OMol25 | ωB97M-V/def2-TZVPD
C -0.187 -0.572 0.304
C 2.252 2.628 -2.158
C 2.998 -1.191 0.413
C 1.240 1.845 -1.771
C 1.990 -0.885 -0.712
C 1.293 1.296 -0.308
N -4.133 -1.236 2.483
N -4.901 -0.403 0.488
N 0.884 -0.098 -0.195
N -4.006 -0.912 1.260
H -0.437 -1.740 0.137
H -3.411 -1.664 3.057
H 2.221 2.885 -3.168
H 3.114 2.896 -1.533
H 3.685 -0.412 0.681
H 2.677 -1.353 1.440
H 3.641 -2.180 0.213
H -0.885 0.069 0.760
H 0.399 1.400 -2.196
H 1.614 -1.944 -1.178
H 2.449 -0.455 -1.530
H 2.262 1.456 0.035
H 0.722 2.101 0.430
H -5.071 -1.116 2.947
H -4.510 -0.296 -0.439
H -5.903 -0.121 0.540
```

---

No. 2
ORCA calculation (ωB97M-V/def2-TZVPD) on a cluster of 2 separate species, C6H16NO in total in a non-equilibrium geometry.

Values from the calculation:
DFT total energy, a.u.: -368.00754
Energy relative to the best compared isomer or geometry (same formula, charge and spin), eV: 3.147
LUMO (alpha / beta), eV: 0.23 / 0.11
Frontier orbital gap (alpha / beta), eV: 2.81 / 7.40
HOMO (alpha / beta), eV: -2.59 / -7.30
Largest force on an atom, eV/Å: 3.140
Spin multiplicity: 2

XYZ file:
```
24
C6H16NO | OMol25 | ωB97M-V/def2-TZVPD
C -0.648 -1.655 0.427
C -1.128 -0.238 0.669
C -0.067 0.741 0.365
C -0.136 1.647 -0.673
C 1.102 0.758 1.339
C 0.829 1.645 2.570
N 0.050 -1.609 -0.922
H -1.490 -2.372 0.316
H 0.052 -2.143 1.105
H -1.663 -0.132 1.635
H -2.051 0.009 0.086
H 0.397 2.588 -0.720
H -0.927 1.452 -1.394
H 1.533 -0.202 1.624
H 1.948 1.209 0.814
H 1.253 1.087 3.431
H 1.577 2.455 2.708
H -0.128 2.123 2.742
H 0.124 -2.597 -1.191
H 0.973 -1.176 -0.849
H -0.464 -1.077 -1.631
H 0.237 -0.522 -4.478
H -1.129 -1.022 -4.195
O -0.244 -0.968 -3.777
```

---

No. 3
ORCA calculation (ωB97M-V/def2-TZVPD) on a cluster of 2 separate species, C6H16NO in total in a non-equilibrium geometry.

Values from the calculation:
DFT total energy, a.u.: -367.94961
Net charge: +1
Energy relative to the best compared isomer or geometry (same formula, charge and spin), eV: 0.894
LUMO, eV: -3.12
Frontier orbital gap, eV: 9.92
HOMO, eV: -13.04
Largest force on an atom, eV/Å: 2.708

XYZ file:
```
24
C6H16NO | OMol25 | ωB97M-V/def2-TZVPD
C 0.756 1.356 -0.934
C -0.747 1.335 -1.008
C -1.321 -0.070 -0.813
C -0.443 -0.733 2.965
C -0.619 -0.079 1.626
C -1.230 -0.621 0.583
N 1.303 0.517 -2.077
H 1.106 0.916 -0.014
H 1.207 2.331 -1.053
H -1.182 1.650 -1.963
H -1.163 2.020 -0.270
H -0.892 -0.826 -1.468
H -2.368 -0.053 -1.129
H 0.552 -0.591 3.385
H -0.661 -1.765 2.960
H -1.104 -0.260 3.678
H -0.262 0.949 1.649
H -1.589 -1.586 0.775
H 0.886 0.723 -2.971
H 2.321 0.658 -2.139
H 1.399 -0.458 -1.731
H 1.848 -2.401 -0.084
H 0.739 -1.469 0.336
O 1.465 -1.542 -0.304
```